# 1
C25H43N5O6 | ωB97M-V with the def2-TZVPD basis set

ORCA input file:
```
! wB97M-V def2-TZVPD RIJCOSX def2/J DEFGRID3
* xyz 0 1
C 2.2796 5.0331 -0.3339
H 2.5936 5.0753 0.7065
H 3.1240 5.3164 -0.9584
H 1.4856 5.7613 -0.4807
C 1.7947 3.6312 -0.6990
C 1.3287 3.5992 -2.1520
H 0.8635 2.6475 -2.3947
H 0.5971 4.3848 -2.3277
H 2.1685 3.7567 -2.8252
C 2.9196 2.6231 -0.4394
H 3.7638 2.8317 -1.0991
H 3.2653 2.7344 0.5919
C 2.5087 1.1671 -0.6535
N 1.4295 0.7866 0.2179
C 0.7729 -0.3771 0.0638
O 0.8712 -1.0710 -0.9472
C -0.0871 -0.7018 1.2065
C -0.8526 -1.8239 1.4890
N -1.4406 -1.5597 2.6885
C -1.0449 -0.3375 3.0813
N -0.2199 0.2003 2.2265
H -1.3664 0.1316 3.9896
H -2.1014 -2.1911 3.1164
C -1.1250 -3.1342 0.8607
O -1.8579 -3.9363 1.4276
N -0.5018 -3.3529 -0.3049
C -0.7386 -4.5372 -1.0916
H 0.2213 -4.9092 -1.4631
H -1.1783 -5.2842 -0.4249
C -1.6857 -4.2809 -2.2696
H -1.2258 -3.5709 -2.9594
C -3.0447 -3.7470 -1.8014
C -3.1017 -2.2179 -1.7704
C -4.2280 -1.7255 -0.8592
N -4.3416 -0.2860 -0.8539
C -3.7397 0.4938 0.0752
O -3.2166 0.0777 1.0823
O -3.8643 1.7830 -0.2920
C -3.3336 2.8489 0.5297
C -3.9463 2.8143 1.9290
H -5.0317 2.8491 1.8633
H -3.5982 3.6701 2.5006
H -3.6537 1.9022 2.4409
C -3.7548 4.1232 -0.2053
H -4.8378 4.1672 -0.2844
H -3.4022 4.9971 0.3342
H -3.3352 4.1303 -1.2078
C -1.8099 2.7504 0.5925
H -1.4036 2.7021 -0.4158
H -1.4098 3.6259 1.0968
H -1.5055 1.8612 1.1376
H -4.6459 0.1712 -1.6990
H -4.0261 -2.0318 0.1694
H -5.1859 -2.1497 -1.1747
H -2.1604 -1.8097 -1.4015
H -3.2553 -1.8348 -2.7829
H -3.2444 -4.1326 -0.8005
H -3.8354 -4.1156 -2.4579
H -1.8176 -5.2263 -2.7983
H 0.0450 -2.5911 -0.7174
H 1.3457 1.2221 1.1264
C 3.7367 0.2555 -0.4670
O 4.7328 0.3726 -1.1330
O 3.5216 -0.6229 0.4932
C 4.4477 -1.7050 0.7728
C 4.6385 -2.5538 -0.4822
H 3.6680 -2.8479 -0.8763
H 5.1692 -1.9901 -1.2448
H 5.2096 -3.4454 -0.2393
C 3.7431 -2.5094 1.8653
H 2.7859 -2.8711 1.4979
H 3.5626 -1.8814 2.7341
H 4.3554 -3.3564 2.1596
C 5.7757 -1.1421 1.2743
H 6.4397 -1.9586 1.5435
H 6.2473 -0.5447 0.4986
H 5.6120 -0.5173 2.1499
H 2.1849 1.0057 -1.6890
H 0.9470 3.3778 -0.0551
*
```

## Properties
F_max   0.019 Eh/bohr
E_LUMO   0.7 eV
Electronic energy   -1703.80447 hartree
Energy relative to the best compared isomer or geometry (same formula, charge and spin)   2.6 kcal per mole
Structure (SMILES)   CC(C)C[C@H](NC(=O)c1nc[nH]c1C(=O)NCCCCCNC(=O)OC(C)(C)C)C(=O)OC(C)(C)C


# 2
C3H4ErFO3 | ωB97M-V with the def2-TZVPD basis set

ORCA input file:
```
! wB97M-V def2-TZVPD RIJCOSX def2/J DEFGRID3
* xyz 0 4
C 1.1122 0.8724 -1.3790
C 0.9289 0.1800 -0.2129
H 0.6096 0.4583 -2.2575
H 1.3454 1.9388 -1.3249
F 1.6170 0.6289 0.8796
H 0.8538 -0.9087 -0.3021
Er 4.5578 -1.0584 -1.9316
O -2.8987 -1.1137 1.1614
C -1.7897 -0.3371 1.3738
O -1.9443 0.8827 1.4949
O -0.7150 -0.9742 1.1729
H -3.6771 -0.5690 1.3255
*
```

## Properties
F_max   0.072 Eh/bohr
E_LUMO (alpha / beta)   -2.0 / -3.4 eV
Electronic energy   -1457.10246 hartree
⟨S²⟩   3.75


> Look up the F_max of the first one.

0.019 Eh/bohr


Please write out number 2 again, unchanged.
C3H4ErFO3 | ωB97M-V with the def2-TZVPD basis set

ORCA input file:
```
! wB97M-V def2-TZVPD RIJCOSX def2/J DEFGRID3
* xyz 0 4
C 1.1122 0.8724 -1.3790
C 0.9289 0.1800 -0.2129
H 0.6096 0.4583 -2.2575
H 1.3454 1.9388 -1.3249
F 1.6170 0.6289 0.8796
H 0.8538 -0.9087 -0.3021
Er 4.5578 -1.0584 -1.9316
O -2.8987 -1.1137 1.1614
C -1.7897 -0.3371 1.3738
O -1.9443 0.8827 1.4949
O -0.7150 -0.9742 1.1729
H -3.6771 -0.5690 1.3255
*
```

## Properties
F_max   0.072 Eh/bohr
E_LUMO (alpha / beta)   -2.0 / -3.4 eV
Electronic energy   -1457.10246 hartree
⟨S²⟩   3.75